Formula: C15H32IrN3O3P
Source: the Open Molecules 2025 dataset
Level of theory: ωB97M-V/def2-TZVPD

Atoms and positions in Å:
Ir -0.374 -0.797 0.556
C -2.937 -0.410 2.448
N -2.161 -1.492 1.797
C -2.983 -2.171 0.766
C -1.642 -2.446 2.811
C -0.504 -3.254 2.238
N 0.580 -2.353 1.744
C 1.552 -3.185 0.985
C 1.277 -1.698 2.885
H -3.743 -0.849 3.041
H -3.368 0.240 1.693
H -2.289 0.161 3.112
H -3.794 -2.733 1.239
H -2.383 -2.874 0.184
H -3.421 -1.426 0.104
H -2.443 -3.118 3.132
H -1.334 -1.876 3.687
H -0.840 -3.857 1.394
H -0.102 -3.942 2.986
H 1.874 -4.035 1.591
H 2.434 -2.595 0.744
H 1.091 -3.565 0.074
H 1.522 -2.433 3.654
H 0.653 -0.924 3.332
H 2.206 -1.251 2.536
N 2.768 0.195 -0.446
C 2.978 1.174 -1.353
C 3.207 2.515 -0.913
C 3.527 3.474 -1.826
C 3.592 3.144 -3.199
C 3.327 1.829 -3.647
C 3.010 0.857 -2.747
H 2.989 -0.745 -0.756
H 3.097 0.391 0.492
H 3.166 2.743 0.146
H 3.749 4.484 -1.508
H 3.848 3.911 -3.920
H 3.396 1.600 -4.702
H 2.828 -0.162 -3.066
C -1.934 -0.608 -2.734
O -2.271 0.459 -1.820
P -1.333 0.967 -0.669
O -0.208 1.887 -1.278
C -0.545 2.896 -2.291
O -2.352 1.843 0.121
C -2.101 3.088 0.838
H -2.871 -0.963 -3.152
H -1.436 -1.430 -2.211
H -1.293 -0.231 -3.527
H 0.197 3.681 -2.196
H -1.540 3.301 -2.118
H -0.497 2.434 -3.273
H -2.944 3.736 0.624
H -1.173 3.543 0.498
H -2.055 2.871 1.902

* LUMO energy (spin up / spin down): -8.91 / -12.29 eV
* highest occupied orbital energy (spin up / spin down): -18.005 / -19.233 eV
* energy above the lowest of the compared OMol25 structures with the same formula, charge and spin: 4.0 kcal per mole
* spin multiplicity: 5
* total charge: +3